Computed, not measured: a cluster of 2 separate species, C3H10N2O in total at a distorted geometry, with the ωB97M-V functional and the def2-TZVPD basis.

Output
* SMILES: C=CO.NCN
* ΔE to the lowest compared entry with this formula, charge and spin: 62.1 kcal per mole
* maximum force: 4.19 eV/Å

Geometry as ORCA input:
```
! wB97M-V def2-TZVPD RIJCOSX def2/J DEFGRID3
* xyz 0 1
H 1.13 -0.84 2.52
O 2.94 1.88 2.44
H 2.77 2.69 1.96
H -0.40 -1.34 -1.74
H -2.75 -1.12 -0.26
C -1.44 -1.02 -1.76
C 1.87 1.03 2.09
H -1.94 -1.98 -2.12
H 1.09 1.27 1.30
H 2.99 -0.45 2.86
N -1.67 0.12 -2.71
H -1.90 0.28 -0.27
N -1.87 -0.69 -0.40
C 1.99 -0.24 2.59
H -0.87 0.67 -2.88
H -1.94 -0.26 -3.61
*
```

These are the Löwdin partial charges, in e, on atoms 1 to 4: atom 1 (H): 0.03, atom 2 (O): -0.05, atom 3 (H): 0.08, atom 4 (H): 0.08

Computed, not measured: an isolated molecule of C3H10N2O at a distorted geometry, with the ωB97M-V functional and the def2-TZVPD basis.

Output
* SMILES: NCNCCO
* ΔE to the lowest compared entry with this formula, charge and spin: 54.9 kcal per mole
* maximum force: 2.91 eV/Å

Geometry as ORCA input:
```
! wB97M-V def2-TZVPD RIJCOSX def2/J DEFGRID3
* xyz 0 1
H 0.64 0.56 2.35
H 2.08 2.35 0.84
H 1.58 0.04 -0.47
N -0.30 -0.63 -0.05
C 1.01 -0.25 0.41
H -0.97 0.78 -1.48
H -0.36 -0.89 -2.03
H 0.39 1.80 1.00
H -2.12 -1.80 -1.65
H -0.78 -1.28 0.54
H 1.61 -1.05 0.86
N -2.38 -0.87 -1.33
C -0.94 -0.30 -1.32
O 2.29 1.55 1.32
H -2.68 -0.95 -0.36
C 0.93 0.93 1.37
*
```

These are the Löwdin partial charges, in e, on atoms 1 to 4: atom 1 (H): 0.11, atom 2 (H): 0.06, atom 3 (H): 0.11, atom 4 (N): -0.12

Computed, not measured: a cluster of 2 separate species, C3H10N2O2 in total at a distorted geometry, with the ωB97M-V functional and the def2-TZVPD basis.

Output
* SMILES: CCCO.NN=O
* ΔE to the lowest compared entry with this formula, charge and spin: 102.9 kcal per mole
* maximum force: 4.63 eV/Å

Geometry as ORCA input:
```
! wB97M-V def2-TZVPD RIJCOSX def2/J DEFGRID3
* xyz 0 1
H -0.67 2.80 0.23
O -0.17 -2.68 1.64
O 0.92 -0.96 0.27
H 1.09 0.97 -1.49
H -1.94 -2.40 -0.85
N -1.12 -2.19 0.93
C 0.11 2.63 -0.51
H 1.03 3.10 -0.15
N -1.30 -2.82 -0.19
C 0.73 0.41 0.54
H 0.82 -1.67 1.15
H -0.64 -3.52 -0.51
H -0.60 0.68 -1.11
C 0.32 1.14 -0.74
H -0.18 3.13 -1.44
H -0.05 0.55 1.31
H 1.66 0.85 0.92
*
```

These are the Löwdin partial charges, in e, on atoms 1 to 4: atom 1 (H): 0.07, atom 2 (O): -0.13, atom 3 (O): -0.20, atom 4 (H): 0.11

Computed, not measured: a cluster of 2 separate species, C3H10N2O2 in total at a distorted geometry, with the ωB97M-V functional and the def2-TZVPD basis.

Output
* SMILES: NCCNC=O.O
* ΔE to the lowest compared entry with this formula, charge and spin: 33.4 kcal per mole
* maximum force: 2.75 eV/Å

Geometry as ORCA input:
```
! wB97M-V def2-TZVPD RIJCOSX def2/J DEFGRID3
* xyz 0 1
C 0.79 0.69 -0.13
C 1.40 -0.23 0.90
O -2.27 -1.99 -1.33
H 1.19 -1.22 0.51
C -1.75 1.08 -0.28
H 0.84 1.68 0.31
N 2.73 0.23 1.18
H 3.30 -0.40 1.73
H 0.72 -0.21 1.80
H 3.16 0.46 0.32
H 1.28 0.84 -1.21
H -2.94 -2.46 -0.81
N -0.63 0.33 -0.41
H -1.50 2.08 0.00
H -2.68 -1.06 -1.38
H -0.70 -0.67 -0.68
O -2.94 0.83 -0.52
*
```

These are the Löwdin partial charges, in e, on atoms 1 to 4: atom 1 (C): -0.21, atom 2 (C): -0.31, atom 3 (O): -0.10, atom 4 (H): 0.10

Computed, not measured: a cluster of 2 separate species, C3H10N2O2 in total at a distorted geometry, with the ωB97M-V functional and the def2-TZVPD basis.

Output
* SMILES: NCCNC=O.O
* ΔE to the lowest compared entry with this formula, charge and spin: 25.2 kcal per mole
* maximum force: 1.28 eV/Å

Geometry as ORCA input:
```
! wB97M-V def2-TZVPD RIJCOSX def2/J DEFGRID3
* xyz 0 1
H 1.62 1.93 -2.78
H 1.21 1.44 -0.25
N 1.95 1.13 -2.26
O -1.99 -0.66 1.61
H -2.34 0.62 0.02
H 2.95 1.13 -2.22
H 0.68 -1.73 3.07
H -0.19 -1.36 -0.09
H -0.88 1.15 -1.51
C -1.77 -0.20 0.51
H 1.76 -0.13 -0.66
H -0.19 -0.32 -2.27
C -0.20 0.31 -1.38
O 0.86 -0.86 2.68
C 1.24 0.73 -1.09
H 0.02 -0.67 2.23
N -0.69 -0.50 -0.27
*
```

These are the Löwdin partial charges, in e, on atoms 1 to 4: atom 1 (H): 0.07, atom 2 (H): 0.11, atom 3 (N): -0.01, atom 4 (O): 0.01

Computed, not measured: a cluster of 2 separate species, C3H10N2O2S in total at a distorted geometry, with the ωB97M-V functional and the def2-TZVPD basis.

Output
* SMILES: NC(=O)[C@@H](N)CS.O
* ΔE to the lowest compared entry with this formula, charge and spin: 16.3 kcal per mole
* maximum force: 1.76 eV/Å

Geometry as ORCA input:
```
! wB97M-V def2-TZVPD RIJCOSX def2/J DEFGRID3
* xyz 0 1
S 1.24 2.11 1.19
H 1.10 -2.98 -0.83
C -0.23 -1.51 -0.19
H 1.49 -0.66 -1.80
H -0.56 -3.34 -1.01
C 0.88 -0.52 0.18
H 0.45 3.10 0.73
H -2.44 1.26 0.62
N 0.15 -2.73 -0.63
O -1.42 -1.22 -0.11
H 1.35 -0.87 1.09
N 1.88 -0.50 -0.89
O -2.39 2.21 0.69
H -3.24 2.56 0.93
H -0.16 1.19 -0.56
H 2.33 0.37 -0.90
H -0.62 0.71 1.10
C 0.19 0.82 0.39
*
```

These are the Löwdin partial charges, in e, on atoms 1 to 4: atom 1 (S): 0.70, atom 2 (H): 0.10, atom 3 (C): -0.50, atom 4 (H): 0.08

no.,lowest unoccupied orbital energy (eV),electronic energy (eV)
1,0.8,-8298.8098
2,1.0,-8299.1247
3,0.0,-10345.0276
4,0.9,-10348.0406
5,0.9,-10348.3964
6,0.8,-21184.0547